Here is a molecular structure, C52H53F6N2O2STl from the OMol25 dataset. Energies are from ωB97M-V with the def2-TZVPD basis set.

XYZ file:
```
117
Properties=species:S:1:pos:R:3:lowdin_charge:R:1
Tl -1.0012 -0.1422 -0.1420 0.870
C -0.2314 -4.1156 2.4070 -0.059
C 1.0226 -3.2551 2.2463 -0.357
C 2.2899 -4.1011 2.3952 -0.054
C 0.9914 -2.0755 3.2051 -0.127
C 1.0199 -2.3330 4.5696 -0.065
C 0.9222 -1.3153 5.5053 -0.117
C 0.7858 -0.0119 5.0525 -0.075
C 0.7663 0.2992 3.6962 -0.148
C 0.6510 1.7721 3.3302 -0.365
C -0.7621 2.1363 2.8706 -0.077
C 1.6978 2.2835 2.3330 -0.063
C 0.8846 -0.7383 2.7374 -0.199
N 0.8927 -0.4439 1.3747 -0.041
C 1.9953 -0.8786 0.6689 -0.251
C 1.9726 -1.2245 -0.6755 -0.255
N 0.8297 -1.2429 -1.4268 -0.033
C 0.9487 -1.3119 -2.8052 -0.215
C 1.6082 -0.2867 -3.5410 -0.150
C 1.7309 -0.3900 -4.9194 -0.070
C 1.1946 -1.4667 -5.6141 -0.122
C 0.5210 -2.4475 -4.9035 -0.073
C 0.3865 -2.3962 -3.5180 -0.141
C -0.3408 -3.5490 -2.8436 -0.368
C 0.3773 -4.1637 -1.6362 -0.061
C -1.7798 -3.1776 -2.4745 -0.064
C 2.1084 0.9544 -2.8230 -0.361
C 3.4117 1.5140 -3.3916 -0.076
C 1.0159 2.0273 -2.8328 -0.076
C 3.3410 -1.6297 -1.0752 -0.073
C 3.9361 -2.1279 -2.2080 -0.012
C 5.3319 -2.4267 -2.1808 -0.099
C 6.1111 -2.2425 -1.0703 -0.064
C 5.5131 -1.7470 0.1277 -0.186
C 6.1610 -1.5212 1.3812 -0.066
C 5.4232 -1.0547 2.4369 -0.100
C 4.0242 -0.7926 2.3528 -0.019
C 3.3761 -1.0072 1.1601 -0.089
C 4.1647 -1.4695 0.0714 -0.100
H -0.1950 -4.9662 1.7177 0.074
H -1.1129 -3.5228 2.1623 0.049
H -0.3175 -4.5067 3.4269 0.071
H 1.0083 -2.8582 1.2340 0.104
H 2.3376 -4.5718 3.3837 0.065
H 3.1903 -3.5005 2.2615 0.067
H 2.2956 -4.8989 1.6464 0.073
H 1.1056 -3.3615 4.9085 0.098
H 0.9452 -1.5328 6.5674 0.079
H 0.7106 0.7995 5.7718 0.095
H 0.8240 2.3110 4.2702 0.113
H -0.9954 1.6339 1.9325 -0.006
H -0.8447 3.2141 2.6931 0.069
H -1.5066 1.8348 3.6110 0.080
H 1.4606 1.9714 1.3183 0.064
H 2.6927 1.9023 2.5751 0.070
H 1.7281 3.3785 2.3623 0.070
H 2.2494 0.3878 -5.4700 0.093
H 1.3034 -1.5393 -6.6908 0.078
H 0.1032 -3.3005 -5.4319 0.096
H -0.3994 -4.3306 -3.6113 0.112
H 0.1925 -3.5812 -0.7360 0.059
H 1.4585 -4.2113 -1.7904 0.079
H 0.0046 -5.1801 -1.4701 0.071
H -1.8044 -2.4218 -1.6900 0.025
H -2.3125 -4.0481 -2.0795 0.077
H -2.3247 -2.7998 -3.3438 0.078
H 2.2986 0.6945 -1.7826 0.119
H 3.2786 1.9247 -4.3974 0.060
H 4.1845 0.7430 -3.4337 0.075
H 3.7740 2.3252 -2.7547 0.074
H 0.8084 2.3494 -3.8596 0.079
H 1.3174 2.8993 -2.2441 0.070
H 0.0905 1.6386 -2.4034 0.027
H 3.3810 -2.2976 -3.1218 0.101
H 5.7872 -2.8118 -3.0876 0.086
H 7.1711 -2.4754 -1.0932 0.090
H 7.2214 -1.7236 1.4912 0.088
H 5.9147 -0.8885 3.3900 0.086
H 3.4941 -0.4598 3.2367 0.101
C -3.9550 -3.4985 2.0317 -0.001
C -3.5969 -2.1199 1.4256 -0.549
O -2.3862 -2.0842 0.8700 -0.285
C -3.6959 -1.0838 2.5844 -0.542
F -2.7533 -1.3240 3.5028 0.150
F -4.8855 -1.0976 3.2540 0.104
F -3.5269 0.1887 2.1750 0.104
C -4.6915 -1.8020 0.3641 -0.545
F -4.7111 -2.7579 -0.5842 0.129
F -4.4996 -0.6374 -0.2685 0.117
F -5.9641 -1.7537 0.8591 0.100
H -3.2543 -3.7050 2.8388 0.077
H -3.8040 -4.2416 1.2502 0.089
H -4.9775 -3.5562 2.4112 0.079
O -0.6838 3.7316 -0.1976 -0.509
S -1.4759 4.0885 -1.3938 0.979
C -1.8831 5.8417 -1.2027 -0.355
C -2.3292 6.5916 -2.2781 -0.092
C -2.6213 7.9364 -2.0969 -0.095
C -2.4503 8.5228 -0.8502 -0.103
C -1.9815 7.7651 0.2151 -0.081
C -1.6913 6.4198 0.0405 -0.062
C -3.1534 3.5030 -1.1051 -0.362
C -3.4479 2.9346 0.1195 -0.066
C -4.7338 2.4590 0.3447 -0.065
C -5.6934 2.5458 -0.6517 -0.083
C -5.3745 3.0989 -1.8863 -0.089
C -4.0941 3.5744 -2.1207 -0.093
H -2.4434 6.1312 -3.2530 0.104
H -2.9731 8.5289 -2.9325 0.097
H -2.6732 9.5734 -0.7115 0.094
H -1.8376 8.2244 1.1852 0.100
H -1.3063 5.8019 0.8439 0.110
H -2.6675 2.8360 0.8648 0.088
H -4.9645 1.9813 1.2866 0.103
H -6.6849 2.1466 -0.4788 0.102
H -6.1164 3.1368 -2.6742 0.096
H -3.8282 3.9797 -3.0909 0.101
```

Output
E: -3443.27256 a.u.
LUMO: 3.5 eV
Maximum force: 0.2 eV/Å
Highest occupied orbital energy: -0.021 eV
Frontier orbital gap: 3.565 eV
Charge: -2

***

Here is a molecular structure, C52H54F6KN6O6S2Sb from the OMol25 dataset. Energies are from ωB97M-V with the def2-TZVPD basis set.

XYZ file:
```
128
Properties=species:S:1:pos:R:3:lowdin_charge:R:1
K -0.8115 0.9774 -0.9177 0.620
F -3.2008 5.5587 -2.6256 0.077
C -4.0431 4.5582 -2.2802 -0.698
F -4.9364 4.4477 -3.2645 0.101
F -4.7240 5.0093 -1.2188 0.109
S -3.0805 2.9189 -2.0265 0.865
O -2.4978 4.0868 0.1201 -0.206
O -4.1482 1.9537 -1.8394 -0.516
N -2.7230 3.0020 -3.6465 -0.382
S -1.8184 1.8000 -4.0220 0.517
O -0.8324 1.5134 -3.0093 -0.528
O -2.4196 0.6840 -4.6878 -0.291
C -0.7541 2.5385 -5.4130 -0.630
F 0.2041 1.6811 -5.7910 0.114
F -0.1266 3.6670 -5.0287 0.102
F -1.4432 2.8494 -6.5232 0.108
C 6.7844 -11.1765 -3.0371 -0.114
O 6.7576 -10.5217 -1.8021 -0.097
C 5.9634 -9.3857 -1.6910 -0.254
C 5.9623 -8.7524 -0.4463 -0.014
C 5.2103 -7.6236 -0.2287 -0.022
C 4.4079 -7.0733 -1.2521 -0.153
C 4.4225 -7.7284 -2.4998 -0.011
C 5.1832 -8.8525 -2.7174 -0.023
C 3.6042 -5.9120 -1.0749 -0.267
N 2.7240 -5.4521 -1.9600 0.185
C 2.1731 -4.3494 -1.4120 -0.177
C 2.7233 -4.0964 -0.1477 -0.134
N 3.6298 -5.1074 0.0565 0.181
C 2.3191 -3.0282 0.6636 -0.077
C 2.8618 -2.7394 1.9295 -0.017
C 2.3453 -1.7006 2.6571 -0.037
C 1.2787 -0.9664 2.1051 -0.099
N 0.7699 -1.1900 0.9196 0.148
C 1.2605 -2.1835 0.1716 -0.128
C 0.7164 -2.3995 -1.1442 -0.140
N -0.2259 -1.5516 -1.5957 0.076
C -0.7015 -1.7164 -2.8102 -0.124
C -0.3213 -2.7519 -3.6625 -0.020
C 0.6195 -3.6593 -3.2138 -0.001
C 1.1698 -3.4847 -1.9448 -0.079
H 7.4510 -12.0299 -2.9100 0.090
H 7.1789 -10.5339 -3.8335 0.095
H 5.7928 -11.5409 -3.3313 0.094
H 6.5659 -9.1762 0.3437 0.116
H 5.2277 -7.1669 0.7518 0.104
H 3.8160 -7.3135 -3.2888 0.111
H 5.1697 -9.3157 -3.6926 0.102
H 4.2591 -5.1936 0.8330 0.142
H 3.6785 -3.3384 2.3186 0.104
H 2.7359 -1.4447 3.6321 0.106
H 0.8369 -0.1606 2.6803 0.116
H -1.4299 -0.9922 -3.1445 0.084
H -0.7593 -2.8335 -4.6467 0.109
H 0.9433 -4.4966 -3.8177 0.110
O -1.6974 0.8873 1.3850 -0.264
H -0.9009 0.5614 1.8148 0.006
H -1.8320 1.7971 1.7189 0.000
C -6.6614 -1.3787 1.4263 -0.222
C -5.3645 -0.6425 1.7025 -0.409
Sb -3.9152 -0.4399 0.0055 1.534
C -5.2632 -1.3403 -1.4740 -0.451
C -4.5164 -1.6356 -2.7566 -0.210
C -2.8634 -2.3123 0.4819 -0.432
C -3.6898 -3.5506 0.7572 -0.203
H -7.2941 -1.4125 2.3181 0.057
H -6.4710 -2.4041 1.1176 0.041
H -7.2252 -0.8819 0.6396 0.055
H -4.8179 -1.1261 2.5115 0.036
H -5.5818 0.3753 2.0256 0.034
H -6.0528 -0.6154 -1.6677 0.044
H -5.7169 -2.2526 -1.0833 0.025
H -4.1253 -0.7204 -3.1923 0.042
H -5.1689 -2.1053 -3.4962 0.061
H -3.6804 -2.3078 -2.5715 0.046
H -2.2390 -2.0797 1.3436 0.038
H -2.1924 -2.4918 -0.3555 0.012
H -4.3729 -3.3884 1.5888 0.046
H -3.0427 -4.3932 1.0152 0.056
H -4.2695 -3.8369 -0.1190 0.052
C -0.1609 4.6932 -2.0904 -0.021
N 0.4472 5.5021 -1.0248 -0.154
C -0.5403 6.4532 -0.5060 -0.002
C 1.0394 4.6274 0.0418 -0.089
C 2.0436 3.6975 -0.5831 -0.312
C 3.2212 4.2718 -1.0638 -0.098
C 4.1319 3.4878 -1.7384 -0.139
C 3.8375 2.1405 -1.9071 -0.139
C 2.6741 1.5995 -1.3874 -0.170
C 1.6916 2.3391 -0.6970 -0.101
H -0.5041 5.3261 -2.9057 0.103
H -1.0127 4.1662 -1.6713 0.048
H 0.5526 3.9605 -2.4609 0.096
H 1.2420 6.0093 -1.4284 0.169
H -1.4139 5.8926 -0.1680 0.085
H -0.8539 7.1305 -1.2979 0.100
H -0.1267 7.0105 0.3310 0.081
H 0.2380 4.0486 0.5007 0.116
H 1.4973 5.2816 0.7893 0.122
H 3.4282 5.3323 -0.9029 0.098
H 5.0531 3.9088 -2.1288 0.081
H 4.5378 1.5150 -2.4483 0.078
H 2.5047 0.5377 -1.5243 0.060
C -2.0909 3.9408 1.2778 -0.356
C -1.7976 3.7299 2.4623 -0.070
C -1.0538 3.8456 3.6437 -0.236
C -1.3889 3.1026 4.8196 -0.207
C -0.9144 3.4761 6.0985 -0.082
C -1.2578 2.7732 7.2297 -0.151
C -2.1077 1.6761 7.1549 -0.181
C -2.6272 1.3191 5.9156 -0.145
C -2.2840 2.0112 4.7764 -0.063
C 0.0668 4.7594 3.6487 -0.201
C 1.2650 4.4597 4.3274 -0.072
C 2.3213 5.3410 4.3389 -0.129
C 2.2441 6.5507 3.6555 -0.161
C 1.0814 6.8531 2.9561 -0.160
C 0.0196 5.9760 2.9445 -0.078
H -0.2916 4.3563 6.1930 0.093
H -0.8769 3.0936 8.1946 0.080
H -2.3814 1.1289 8.0492 0.063
H -3.3160 0.4868 5.8495 0.081
H -2.7049 1.7254 3.8234 0.082
H 1.3547 3.4984 4.8154 0.106
H 3.2278 5.0917 4.8795 0.084
H 3.0773 7.2415 3.6643 0.068
H 1.0053 7.7994 2.4278 0.082
H -0.8902 6.2161 2.4115 0.100
```

Output
E: -5029.53284 a.u.
LUMO: 2.6 eV
Maximum force: 2.7 eV/Å
Highest occupied orbital energy: 0.702 eV
Frontier orbital gap: 1.922 eV
Charge: -2